DFT (ωB97M-V/def2-TZVPD) results for 3 unconnected molecules or ions with the total composition C3H10O3 in a non-equilibrium geometry.

Calculated values
structure (SMILES)	C=CCO.O.O
net charge	0
DFT total energy	-345.961559	a.u.
relative energy (zero: lowest compared OMol25 entry of this formula, charge and spin)	33.2	kcal/mol
Kohn-Sham gap	0.3892	Ha

Each line ends with the natural charge from an NBO analysis.
Element x y z (Å)
H (-1.99578, 2.69085, -0.06050)  0.4731
C (-0.15182, 2.12990, -0.07367)  -0.1171
H (1.78236, -3.79382, -2.49937)  0.4692
H (-1.72456, -1.38805, 0.36392)  0.4757
H (0.38752, 2.12053, -1.02544)  0.1824
C (1.41126, 1.79138, 1.81054)  -0.4081
O (1.08762, -3.76459, -1.83540)  -0.9427
O (-1.15712, -2.11052, 0.08933)  -0.9584
O (-1.53994, 1.89189, -0.33271)  -0.7223
H (-0.03093, 3.18184, 0.24082)  0.1690
H (1.88260, 1.14957, 2.52330)  0.2058
H (1.30284, -4.45687, -1.20245)  0.4742
H (0.07934, 0.28847, 1.10055)  0.2106
H (-0.58046, -1.85771, -0.63968)  0.4845
H (1.95786, 2.66868, 1.35637)  0.1928
C (0.41961, 1.30894, 1.02656)  -0.1887

DFT (ωB97M-V/def2-TZVPD) results for 2 unconnected molecules or ions with the total composition C5H7BrF4 in a non-equilibrium geometry.

Calculated values
net charge	0
DFT total energy	-3168.101487	a.u.
relative energy (zero: lowest compared OMol25 entry of this formula, charge and spin)	36.2	kcal/mol
Kohn-Sham gap	0.3727	Ha

Each line ends with the natural charge from an NBO analysis.
Element x y z (Å)
H (-0.42728, -0.86660, -0.98689)  0.2327
H (2.78149, 0.55114, -1.57707)  0.2261
F (3.29164, 2.61302, 0.04618)  -0.3527
F (0.04642, 1.61048, -0.96799)  -0.3263
F (0.63651, 1.35387, 1.21584)  -0.3567
C (3.38800, 1.28529, 0.39345)  0.5188
C (-0.22473, -0.58722, 0.08625)  -0.5113
C (-1.56861, -0.20314, 0.53479)  -0.6315
H (-1.66994, 0.28451, 1.57946)  0.2143
H (-2.14291, 0.49813, -0.04355)  0.2263
C (0.52333, 0.78428, -0.03648)  0.8094
Br (2.80514, -1.48991, -0.05062)  0.0819
H (-2.11496, -1.11921, 0.67135)  0.2203
H (3.23864, 1.36137, 1.53728)  0.1651
C (2.57635, 0.30811, -0.55928)  -0.4170
F (4.70327, 0.98072, 0.17935)  -0.3551
H (0.43949, -1.23620, 0.69539)  0.2557

DFT (ωB97M-V/def2-TZVPD) results for C20H22N2O4S in the gas phase.

Calculated values
structure (SMILES)	COC(=O)c1ccccc1SCC(=O)Nc1ccc(N2CCOCC2)cc1
net charge	0
DFT total energy	-1583.992106	a.u.
relative energy (zero: lowest compared OMol25 entry of this formula, charge and spin)	52.6	kcal/mol
Kohn-Sham gap	0.2837	Ha

Each line ends with the natural charge from an NBO analysis.
Element x y z (Å)
O (-2.72186, -2.83888, 1.62528)  -0.5111
C (-5.55715, -4.09522, -0.21093)  -0.1310
H (0.07537, 3.21004, -1.14447)  0.2554
O (-3.58689, -4.90346, 1.58892)  -0.5937
H (-1.19984, -2.37898, 2.85865)  0.1993
H (-7.13939, -2.11733, -2.42718)  0.2179
C (4.81540, 3.63497, 0.28399)  -0.2373
H (5.47339, 4.16190, 2.29313)  0.1951
H (5.06680, 0.66692, 1.57295)  0.1633
H (-1.14496, -4.04681, 2.20168)  0.1947
N (4.49965, 2.43063, -0.46112)  -0.4316
C (0.51188, 1.14091, -0.82067)  0.1087
N (-0.79707, 0.65750, -0.95470)  -0.6003
H (4.25599, 2.85273, 2.22110)  0.1645
C (-4.52061, -3.24273, 0.16711)  -0.2311
C (1.52600, 0.22390, -0.56983)  -0.2243
C (2.83597, 0.63299, -0.42349)  -0.2236
O (6.21923, 2.35967, 1.81552)  -0.5252
H (-5.35114, -0.60809, -1.79683)  0.2194
C (-4.42172, -1.96938, -0.41724)  -0.0314
H (6.80935, 0.54438, 1.18533)  0.1948
H (-3.21777, 0.02099, -2.18606)  0.2368
H (6.47796, 1.98519, -0.80617)  0.2031
S (-3.10016, -0.90225, 0.04438)  0.2784
C (-6.49730, -3.70859, -1.14212)  -0.2378
C (5.60306, 1.49762, -0.36072)  -0.2447
C (0.84574, 2.48636, -0.93900)  -0.2210
C (-5.38410, -1.58690, -1.34791)  -0.2812
H (1.28617, -0.82659, -0.47586)  0.2033
H (-7.29478, -4.37749, -1.42490)  0.2200
H (-0.88343, -0.34678, -0.85910)  0.4083
O (-2.05009, 2.55808, -1.15652)  -0.6008
H (5.39045, 0.59307, -0.92812)  0.2115
C (-3.18315, 0.45730, -1.18605)  -0.6373
H (-4.06348, 1.07420, -1.01029)  0.2427
H (2.38144, 3.93754, -0.93146)  0.2106
C (-3.58385, -3.76591, 1.18325)  0.7799
C (-6.40682, -2.44463, -1.70452)  -0.1634
C (2.15542, 2.89085, -0.80174)  -0.2294
H (3.98196, 4.33313, 0.26819)  0.2128
H (5.68630, 4.10731, -0.18288)  0.1984
H (-5.59502, -5.06816, 0.25529)  0.2403
C (5.15163, 3.27819, 1.73998)  -0.0848
H (-2.30565, -3.64392, 3.48305)  0.1992
H (3.58033, -0.11872, -0.21370)  0.2031
C (5.92344, 1.17642, 1.10488)  -0.0860
C (-1.78516, -3.25867, 2.60393)  -0.2581
C (-1.94891, 1.35380, -1.08242)  0.6742
C (3.18737, 1.98288, -0.53061)  0.1494

DFT (ωB97M-V/def2-TZVPD) results for a molecular structure, C12H21INOPdSb.

Calculated values
net charge	0
DFT total energy	-1265.609051	a.u.
relative energy (zero: lowest compared OMol25 entry of this formula, charge and spin)	8.0	kcal/mol
Kohn-Sham gap	0.2948	Ha

Each line ends with the natural charge from an NBO analysis.
Element x y z (Å)
H (2.43575, -3.21812, -1.34849)  0.2284
C (-0.21082, 2.88623, -0.51791)  0.6927
H (-0.99229, 4.84338, -0.29325)  0.2456
H (-5.35980, -1.32960, -1.19017)  0.2059
O (-0.21018, 2.47864, 0.64328)  -0.6599
C (-4.36812, -1.06821, -0.84265)  -0.2422
H (-0.16147, 4.60938, -1.84905)  0.2090
H (2.21612, -3.20328, 2.03537)  0.2424
C (2.86042, -2.39414, 1.69638)  -0.9975
C (1.52106, -2.63906, -1.22426)  -1.0043
H (1.27667, -2.14227, -2.16220)  0.2337
Sb (1.79040, -1.18365, 0.31288)  1.2456
H (0.70676, -3.30897, -0.95763)  0.2368
H (3.74286, -2.80519, 1.20729)  0.2258
H (4.20613, -0.84408, -0.84635)  0.2265
H (-3.43865, -2.81939, -1.65886)  0.2034
C (-1.77031, -0.39926, 0.08144)  -0.3570
N (-0.20953, 2.06607, -1.58204)  -0.8086
C (-3.29096, -1.90112, -1.10217)  -0.2225
H (3.10193, 0.43741, -1.40035)  0.2334
C (-2.88246, 0.42724, 0.31422)  -0.2173
C (-0.14773, 4.36669, -0.78819)  -0.7037
H (3.85167, 0.55143, 0.19975)  0.2359
H (-0.40725, 1.08531, -1.40228)  0.4304
C (3.43878, -0.13507, -0.53765)  -0.9990
H (-2.75037, 1.35794, 0.86223)  0.1923
H (3.15960, -1.80693, 2.56254)  0.2368
H (-0.36569, 2.43921, -2.50097)  0.3963
H (0.82641, 1.57206, 3.18611)  0.2048
H (-1.20590, -2.24708, -0.86809)  0.1873
Pd (-0.13741, 0.15920, 1.24092)  0.5278
H (-4.98966, 0.76725, 0.08318)  0.2021
I (-0.05149, -0.87878, 3.96820)  0.0255
H (2.14201, 0.39228, 2.98834)  0.1846
H (0.76284, 4.76130, -0.33933)  0.2443
C (-2.01968, -1.56713, -0.64400)  -0.2668
C (1.08875, 0.58527, 2.80315)  -0.7917
C (-4.15838, 0.10500, -0.12935)  -0.2269

DFT (ωB97M-V/def2-TZVPD) results for a molecular structure, C8H9ClO3 in a non-equilibrium geometry.

Calculated values
net charge	0
DFT total energy	-995.993007	a.u.
relative energy (zero: lowest compared OMol25 entry of this formula, charge and spin)	120.2	kcal/mol
Kohn-Sham gap	0.3046	Ha

Each line ends with the natural charge from an NBO analysis.
Element x y z (Å)
C (-2.08646, -0.69327, -1.05700)  -0.6313
H (-2.36975, 1.04748, 1.57774)  0.2048
O (3.06674, 1.81958, -0.40480)  -0.6549
C (-1.78094, -0.01157, 1.45012)  -0.6386
H (-3.10354, -0.24360, -1.12844)  0.2160
C (-1.24673, 0.05354, 0.03426)  0.1243
Cl (-0.73669, 2.80175, 0.39099)  0.0179
H (-0.65973, 1.40799, -1.48260)  0.2250
H (-1.56404, -0.42926, -2.04323)  0.2118
C (0.54209, -0.60210, 0.20172)  -0.1416
H (3.95626, 1.49603, -0.64051)  0.4967
H (-0.92686, 0.07435, 2.11031)  0.2323
O (2.64225, -0.40367, -0.04213)  -0.4840
C (1.62065, -1.33366, 0.29674)  0.4760
H (-2.18746, -1.76187, -0.83484)  0.2307
C (2.19124, 0.82578, -0.31772)  0.5895
C (-0.56510, 1.31696, -0.38998)  -0.2997
C (0.84034, 0.73949, -0.22052)  -0.2379
O (2.05522, -2.47824, 0.73925)  -0.6469
H (-2.36517, -0.81040, 1.73309)  0.2202
H (2.67767, -2.81531, 0.02755)  0.4898